9
Properties=species:S:1:pos:R:3:forces:R:3:mulliken_charge:R:1 method="wB97M-V/def2-TZVPD" largest_force_ev_per_a=2.970 smiles=SC#CCS energy_ev=-24843.69209 homo_ev=-8.6846 de_lowest_kcal_mol=44.9
S -3.103 0.462 0.344 0.65 -0.23 0.26 -0.261
C -1.459 0.045 0.190 1.29 -0.61 0.25 -0.138
C -0.310 -0.250 -0.065 -1.53 0.13 0.65 0.431
C 1.088 -0.450 -0.337 1.12 -1.81 0.06 -0.630
S 2.095 0.868 0.496 0.09 -0.62 0.46 -0.205
H -2.966 0.716 -0.936 -0.97 0.48 -0.92 0.109
H 1.470 -1.567 -0.066 -0.88 2.76 -0.65 0.289
H 1.211 -0.289 -1.439 0.34 -0.21 0.94 0.264
H 1.973 0.465 1.812 -0.11 0.10 -1.05 0.141